(1)
C12H14N2O | ωB97M-V/def2-TZVPD

For the lowest unoccupied orbital energy (spin up / spin down), the calculation gives 0.407 / 0.741 eV. For the total energy, the calculation gives -17693.6382 eV. The calculation puts the gap between HOMO and LUMO (spin up / spin down) at 7.50 / 7.44 eV.

```
29
Properties=species:S:1:pos:R:3:forces:R:3:mulliken_charge:R:1
C 1.9973 2.5942 0.4287 -2.1 1.0 0.9 -0.543
C 1.5636 2.1934 -0.8193 1.4 0.1 -0.2 -0.640
C 1.1248 2.3090 1.5167 0.5 -0.9 -1.4 -0.677
C 0.4644 1.3989 -0.9980 -0.4 -0.6 -2.1 -0.107
C 0.0295 1.4900 1.3039 0.3 0.7 0.8 -0.269
C 2.0150 -1.3430 0.8158 3.3 2.6 -0.5 -0.100
C 2.7838 -2.0601 -0.1069 2.4 0.5 1.9 -0.438
C -0.3617 1.0732 0.0400 -1.6 -1.1 1.3 0.776
C 0.7971 -1.8700 0.7138 -4.5 -1.0 1.5 -0.248
C -1.8273 -0.4676 -1.4371 1.6 0.7 0.2 -1.315
C -3.8148 0.2260 0.8411 -2.5 -0.8 -0.1 -0.439
C -1.6087 0.2953 -0.1447 1.2 -0.3 -2.1 0.307
N 0.8034 -2.9645 -0.0515 -3.3 0.2 0.9 -0.843
N 1.9999 -3.0765 -0.4805 2.0 -2.4 -3.2 0.235
O -2.5809 0.4653 0.7050 2.5 1.3 1.7 -0.222
H 2.7063 3.4015 0.4589 0.6 -0.2 0.4 0.406
H 2.1697 2.5325 -1.6543 -0.2 -0.3 -0.2 0.377
H 1.2485 2.6162 2.5250 0.6 0.5 0.6 0.391
H 0.2065 1.0280 -2.0032 0.3 0.5 0.5 0.160
H -0.5153 1.1990 2.1829 -0.5 -0.1 0.1 0.314
H 2.3361 -0.4343 1.3703 -0.3 -0.9 -0.6 0.338
H 3.8980 -1.9943 -0.1717 -1.3 -0.3 -0.5 0.356
H -1.5090 0.0813 -2.3325 -0.5 0.4 0.2 0.353
H -2.8325 -0.7078 -1.5103 -2.0 -0.5 -0.4 0.388
H -1.2572 -1.3899 -1.5900 0.1 -0.1 0.8 0.244
H -4.4461 0.3935 1.7052 1.2 0.6 0.6 0.239
H -0.1564 -1.5367 1.2482 1.6 -0.7 -1.0 0.435
H -4.3798 -0.1067 0.0312 -0.5 -0.8 -1.6 0.245
H 2.1370 -3.8761 -1.1832 0.3 2.0 1.6 0.277
```
Forces are in eV/Å.

***

(2)
C12H14N2O6PS3V | ωB97M-V/def2-TZVPD

For the lowest unoccupied orbital energy (spin up / spin down), the calculation gives -5.181 / -5.117 eV. Its spin multiplicity is 2. As for the net charge: +1. For the total energy, the calculation gives -95417.5213 eV. The calculation puts the gap between HOMO and LUMO (spin up / spin down) at 7.17 / 7.32 eV.

```
39
Properties=species:S:1:pos:R:3:forces:R:3:mulliken_spin:R:1
V -0.0750 -1.2742 -0.5867 -1.6 -0.3 1.0 1.132
O 2.0875 -1.7502 2.8347 0.2 -0.1 0.2 0.004
C 1.6382 -1.5826 1.6402 0.0 0.1 -0.4 0.000
O 0.4371 -1.5807 1.3357 0.4 -0.2 0.6 -0.017
C 2.6064 -1.2901 0.5485 -0.4 -0.1 0.1 0.026
C 3.9740 -1.1695 0.5704 0.3 0.0 0.1 0.000
C 4.6093 -0.8830 -0.6364 0.1 0.0 0.0 0.015
C 3.8778 -0.7357 -1.8105 0.2 0.0 -0.1 -0.008
C 2.5102 -0.8732 -1.7338 -0.4 -0.1 0.3 0.027
N 1.9173 -1.1361 -0.5748 1.2 0.0 -0.2 -0.040
C 1.4734 -0.7833 -2.8294 0.2 -0.1 0.6 0.001
O 1.6652 -0.5849 -3.9714 -0.1 0.1 -0.4 -0.006
O 0.2436 -0.9845 -2.2359 0.7 0.4 -2.1 -0.049
H 1.3712 -1.9856 3.4480 0.0 0.0 0.0 0.000
H 4.5241 -1.3019 1.4923 0.0 0.0 0.0 0.000
H 5.6864 -0.7821 -0.6631 0.0 0.0 0.0 0.000
H 4.3518 -0.5287 -2.7612 0.0 0.0 0.0 0.000
C -2.6755 3.4423 -2.7692 0.0 0.0 -0.1 0.000
C -2.7607 3.0508 -1.3179 0.1 -0.1 -0.1 0.000
O -2.7168 1.5836 -1.2434 0.0 0.1 -0.1 0.002
P -2.0238 0.8344 -0.0695 0.0 0.4 0.2 0.007
S -2.3602 -1.1331 -0.3492 -0.2 0.0 0.1 -0.037
S -0.0288 1.0949 0.0108 -0.3 -0.1 0.0 -0.028
O -2.7035 1.4556 1.2022 -0.1 -0.2 0.1 0.003
C -2.2837 1.2832 2.5924 0.0 0.0 -0.1 0.001
C -2.5812 -0.0963 3.1305 -0.1 0.0 -0.1 -0.001
H -2.9196 4.5009 -2.8732 0.1 0.0 0.0 0.000
H -3.3916 2.8649 -3.3569 0.0 0.1 0.0 0.000
H -1.6750 3.2700 -3.1680 -0.1 0.0 0.0 0.000
H -3.6958 3.3558 -0.8586 -0.1 0.0 0.0 0.000
H -1.9317 3.4570 -0.7377 0.0 0.0 0.0 0.000
H -2.8474 2.0407 3.1234 -0.1 0.1 0.0 0.001
H -1.2267 1.5282 2.6519 0.1 0.0 0.0 0.000
H -3.6114 -0.3800 2.9129 0.0 0.0 0.0 0.000
H -2.4525 -0.0883 4.2151 0.0 0.0 -0.1 0.000
H -1.9191 -0.8491 2.7068 0.0 0.0 0.0 0.001
S -0.2208 -3.6382 -0.8064 -0.1 0.0 0.1 -0.033
C 1.1022 -4.0733 0.1343 0.1 0.1 0.0 0.011
N 2.0249 -4.2777 0.8032 -0.1 0.1 -0.1 -0.011
```
Forces are in eV/Å.

***

(3)
C12H14N2PSTc | ωB97M-V/def2-TZVPD

For the lowest unoccupied orbital energy (spin up / spin down), the calculation gives -4.474 / -4.770 eV. Its spin multiplicity is 4. As for the net charge: +1. For the total energy, the calculation gives -37963.5914 eV. The calculation puts the gap between HOMO and LUMO (spin up / spin down) at 6.57 / 6.78 eV.

```
31
Properties=species:S:1:pos:R:3:forces:R:3:mulliken_spin:R:1
C 0.7169 0.6246 -1.7577 0.1 -0.3 -0.3 -0.284
C 0.1696 -0.0392 -2.8446 0.1 0.2 -0.8 0.187
C -0.3686 -1.3387 -2.8237 0.0 0.0 0.6 -0.168
C -0.7716 -1.9682 -1.6408 0.0 0.2 -0.5 0.172
C -0.8278 -1.3183 -0.3980 0.1 -1.4 -0.5 -0.288
Tc 0.5196 0.0332 0.1383 -0.5 -1.9 0.2 3.306
P 0.2105 2.2651 0.5446 -0.1 3.6 0.4 0.038
H 1.3326 1.5013 -2.0409 -0.5 -0.3 0.1 0.006
H 0.2027 0.4256 -3.8367 0.3 -0.1 0.3 0.003
H -0.4815 -1.8651 -3.7746 -0.1 0.2 0.3 -0.005
H -1.5371 -1.8518 0.2860 0.7 0.8 -0.1 0.003
H -1.0935 -3.0111 -1.7131 -0.3 0.4 0.0 0.009
H -1.1066 2.6472 0.8999 0.2 -0.1 -0.3 0.008
H 0.4936 3.3102 -0.4015 -0.2 -0.6 0.4 0.016
H 0.8486 2.8721 1.6655 -0.1 -0.2 -0.2 0.025
N 1.5967 -2.6541 1.5690 0.0 0.0 0.1 0.006
C 0.8582 -1.9619 2.4509 -0.9 0.9 0.4 -0.009
N 0.3436 -0.7557 2.2067 0.0 -0.4 0.3 -0.029
C -0.4000 -0.2514 3.3194 0.8 -0.4 0.9 0.015
C -0.9663 1.0207 3.4935 0.3 0.1 -0.2 -0.020
C -1.3019 1.4826 4.7764 -0.3 -0.1 -0.4 -0.004
C -1.2879 0.6210 5.8801 0.3 -0.7 -0.4 0.001
C -0.8355 -0.7016 5.6998 -0.2 0.2 -0.2 -0.001
C -0.3529 -1.1015 4.4453 -0.1 0.3 -0.1 0.010
S 0.4729 -2.6172 4.0314 -0.1 0.6 -0.2 0.005
H 1.8685 -3.5941 1.8119 0.2 0.1 -0.2 -0.002
H 1.8930 -2.2607 0.6732 -0.3 -0.3 0.6 0.012
H -1.1170 1.6512 2.6115 0.2 -0.1 0.7 -0.012
H -1.5957 2.5352 4.9158 0.0 -0.7 -0.2 0.000
H -1.6508 0.9645 6.8554 0.3 -0.2 -0.4 0.000
H -0.8624 -1.4241 6.5114 0.1 0.2 0.0 0.000
```
Forces are in eV/Å.

***

(4)
C12H14P2 | ωB97M-V/def2-TZVPD

For the lowest unoccupied orbital energy, the calculation gives 0.840 eV. For the total energy, the calculation gives -31244.4688 eV. The calculation puts the gap between HOMO and LUMO at 9.11 eV.

```
28
Properties=species:S:1:pos:R:3:forces:R:3:mulliken_charge:R:1
P -1.5461 -1.0459 1.8020 1.6 -2.4 -0.8 -0.068
C -1.4221 -0.8122 -0.0654 2.5 3.1 0.1 0.458
P -0.6536 -2.3171 -0.7846 -1.1 -0.2 -1.6 -0.096
C -2.6974 -0.5412 -0.8644 -0.2 -0.2 0.7 -0.886
C -3.1667 0.8436 -0.7050 -2.5 1.6 -0.2 -0.468
C -2.4066 1.9283 -0.4907 0.5 -3.1 0.7 -0.631
C -0.9746 1.7467 -0.2866 0.2 2.8 0.1 0.228
C -0.3515 0.6070 -0.1255 -2.9 -3.4 -1.3 -0.343
C 1.0526 0.3714 -0.0819 2.5 1.0 1.1 -0.030
C 1.8579 0.0301 -1.1745 -0.6 -0.6 1.1 -0.345
C 3.1743 -0.2911 -0.9698 1.2 1.4 0.5 -0.681
C 3.8087 0.0599 0.2028 2.0 -2.6 -0.2 -0.260
C 3.0580 0.4078 1.2705 1.0 0.9 -1.0 -0.821
C 1.7429 0.6403 1.1256 -2.9 -1.0 1.7 -0.070
H -1.6962 0.1395 2.3848 -0.7 2.4 0.4 0.024
H -0.0772 -0.8408 1.9403 -1.4 -0.7 0.0 0.054
H -1.4296 -3.2812 -0.0968 -0.5 0.1 -0.2 0.076
H 0.3273 -2.6815 0.0428 1.8 0.1 1.4 0.012
H -3.4050 -1.3017 -0.4828 -0.2 0.6 -0.3 0.416
H -2.7406 -0.5949 -1.9650 1.0 -0.9 0.1 0.353
H -4.2569 0.9660 -0.9793 1.2 0.1 0.7 0.296
H -2.7611 2.8752 -0.2571 -1.0 1.6 -0.3 0.453
H -0.4526 2.7485 -0.2523 0.0 -1.4 -0.1 0.289
H 1.4278 -0.0929 -2.1184 -0.7 -0.3 -1.4 0.545
H 3.8799 -0.6257 -1.6687 0.1 -0.6 -1.7 0.401
H 4.8857 -0.2882 0.3955 -1.6 0.9 -0.6 0.256
H 3.6295 0.6180 2.0964 0.5 0.4 2.5 0.426
H 1.1931 0.7319 2.1083 0.2 0.6 -1.5 0.409
```
Forces are in eV/Å.

***

(5)
C12H15AgAsN6PS4 | ωB97M-V/def2-TZVPD

For the lowest unoccupied orbital energy, the calculation gives 4.323 eV. As for the net charge: -2. For the total energy, the calculation gives -139098.5835 eV. The calculation puts the gap between HOMO and LUMO at 4.89 eV.

```
40
Properties=species:S:1:pos:R:3:forces:R:3:mulliken_charge:R:1
Ag -2.6198 -1.1682 -0.0277 0.0 0.1 -0.1 0.197
C 3.0808 -0.2673 1.9801 0.0 0.0 0.1 -0.819
N 3.2887 -0.8040 0.6496 0.0 0.0 0.0 0.282
C 4.3585 -1.5726 0.2626 0.0 0.0 0.0 -0.111
C 4.1454 -1.8690 -1.0512 0.0 0.0 0.0 -0.756
N 2.9691 -1.3134 -1.4787 0.1 0.1 0.0 -0.544
C 2.4707 -0.6859 -0.4330 -0.1 -0.1 0.0 -0.022
P 1.0067 0.4064 -0.4808 0.0 0.0 0.0 -0.212
C 0.2161 -0.0735 1.0732 -0.1 0.0 0.0 0.173
N 0.1501 -1.2996 1.5707 0.0 0.0 0.0 -0.407
C -0.5714 -1.1787 2.7231 0.0 0.0 0.0 -0.765
C -0.9357 0.1276 2.9241 -0.1 0.0 -0.1 -0.236
N -0.4103 0.8264 1.8827 0.0 0.0 0.0 0.515
C -0.6285 2.2489 1.6659 0.0 0.1 0.1 -0.766
C 0.0061 -0.4778 -1.7152 0.0 0.0 0.0 0.541
N -0.4267 -1.7230 -1.6463 -0.1 0.0 0.0 -0.637
C -1.2233 -1.8938 -2.7429 0.0 0.0 0.0 -0.837
C -1.2683 -0.7419 -3.4769 0.0 0.0 0.0 -0.077
N -0.4676 0.1493 -2.8283 0.0 0.0 0.1 0.430
C -0.3545 1.5567 -3.1693 0.0 0.0 0.0 -0.867
H 4.0446 -0.2196 2.4847 0.0 0.0 0.0 0.375
H 2.3847 -0.8865 2.5457 0.0 0.0 0.0 0.250
H 2.6692 0.7397 1.9177 0.0 0.0 0.0 0.323
H 5.1427 -1.8353 0.9524 0.0 0.0 0.0 0.350
H 4.7646 -2.4584 -1.7085 0.0 0.0 0.0 0.408
H -0.8311 -2.0371 3.3204 0.0 0.0 0.0 0.432
H -1.6045 0.5978 3.6253 0.0 0.0 0.0 0.444
H -0.1290 2.8125 2.4584 0.0 0.0 0.0 0.295
H -1.7048 2.4429 1.6855 0.0 0.0 0.0 0.068
H -0.2231 2.5300 0.6986 -0.1 0.0 0.0 0.274
H -1.7290 -2.8263 -2.9336 0.0 0.0 0.0 0.446
H -1.8225 -0.4652 -4.3566 0.0 0.0 0.0 0.386
H -0.4426 1.6592 -4.2504 0.0 0.0 0.0 0.349
H 0.6168 1.9310 -2.8539 0.0 0.0 0.0 0.338
H -1.1482 2.1179 -2.6730 0.0 0.0 0.0 0.234
S -4.1401 2.1684 2.5621 0.1 0.0 -0.1 -0.708
As -4.6166 1.1895 0.6960 0.0 0.1 0.1 0.484
S -4.8216 -1.0035 1.0590 0.1 -0.1 0.0 -0.592
S -2.8430 1.3145 -0.6659 0.0 -0.1 -0.1 -0.541
S -6.3525 1.9819 -0.2454 0.0 0.0 0.0 -0.698
```
Forces are in eV/Å.

***

(6)
C12H15B2F10N4O5Pt | ωB97M-V/def2-TZVPD

For the lowest unoccupied orbital energy (spin up / spin down), the calculation gives -5.570 / -7.304 eV. Its spin multiplicity is 3. As for the net charge: +1. For the total energy, the calculation gives -60656.8345 eV. The calculation puts the gap between HOMO and LUMO (spin up / spin down) at 7.85 / 6.12 eV.

```
49
Properties=species:S:1:pos:R:3:forces:R:3:mulliken_spin:R:1
Pt 0.4576 0.6738 -0.8520 -0.2 0.2 0.1 0.174
C -0.4493 3.7679 1.9262 0.0 -0.1 0.0 0.004
C -0.4154 2.7867 0.8183 -0.3 -0.1 -0.3 -0.008
N 0.6924 2.0970 0.4818 -0.4 0.0 -0.1 0.213
O 1.7820 2.2556 1.1010 0.2 0.5 0.3 0.260
B 3.0880 1.7201 0.3031 0.8 -0.5 -0.7 0.021
F 2.9717 2.2762 -0.9525 -0.2 -0.1 0.4 0.009
F 4.1216 2.1022 1.0546 -0.2 -0.1 0.1 0.002
O 3.0877 0.1999 0.2025 -0.2 0.2 0.0 -0.003
N 2.1613 -0.2797 -0.6458 0.0 0.4 0.0 0.012
C 2.2755 -1.3856 -1.2803 0.3 -0.3 -0.2 0.029
C 3.4735 -2.2566 -1.1818 -0.1 -0.1 0.0 0.002
C 1.0650 -1.7288 -2.1106 0.3 -0.4 -0.1 0.008
N 0.1581 -0.8297 -2.0797 -0.3 0.5 0.0 0.034
O -1.0269 -0.9588 -2.6964 0.0 0.3 0.0 0.002
B -1.6617 0.3795 -3.0621 0.5 -0.6 -0.7 0.001
F -0.7157 1.2313 -3.5769 -0.2 -0.1 0.3 0.008
F -2.7577 0.1582 -3.7890 0.0 0.0 0.3 0.002
O -2.2061 1.1465 -1.7298 -0.5 0.3 -0.1 0.289
N -1.2974 1.5785 -0.9696 0.2 0.1 0.4 0.206
C -1.5582 2.4662 0.0129 0.4 0.1 0.2 0.017
C -2.9012 3.0375 0.2532 0.0 0.0 -0.1 0.012
C 0.8980 -2.9833 -2.8884 0.0 0.0 0.0 0.000
H 0.5571 3.9981 2.2617 0.0 0.0 0.0 0.001
H -1.0068 3.3452 2.7681 0.0 0.0 0.0 0.001
H -0.9552 4.6822 1.6151 0.0 0.0 0.0 0.003
H 4.2817 -1.7269 -0.6874 0.0 0.0 0.0 0.000
H 3.7972 -2.5859 -2.1690 0.0 0.0 0.0 0.000
H 3.2276 -3.1450 -0.5918 0.0 0.0 0.0 0.001
H -3.6208 2.6416 -0.4565 0.0 0.0 0.0 0.001
H -2.8747 4.1268 0.1706 0.0 0.0 0.0 0.003
H -3.2189 2.7927 1.2705 0.0 0.0 0.0 0.001
H 1.7152 -3.6770 -2.7184 0.0 0.0 0.0 0.000
H 0.8300 -2.7531 -3.9537 0.0 0.0 0.0 0.000
H -0.0465 -3.4540 -2.6119 0.0 0.0 0.0 0.000
C -2.4435 -1.6632 2.0766 0.0 0.0 -0.1 0.076
C -1.0347 -1.3077 1.5717 0.4 0.0 0.0 -0.054
O -1.1991 -0.5044 0.4651 -0.2 -0.1 0.2 0.625
C -0.2918 -2.6185 1.1946 -0.2 0.1 0.0 0.014
F -0.8862 -3.1569 0.1205 0.1 0.0 0.1 0.002
F 0.9974 -2.3860 0.8645 -0.2 -0.1 0.1 0.000
F -0.3011 -3.5127 2.1780 0.0 0.0 -0.1 0.000
C -0.2785 -0.5315 2.6775 -0.2 0.1 0.0 0.011
F -0.0735 -1.2658 3.7630 0.0 0.1 0.0 0.001
F 0.9096 -0.0698 2.2527 -0.1 -0.1 0.1 0.005
F -1.0068 0.5565 3.0249 0.2 -0.1 0.0 0.001
H -3.0069 -2.1155 1.2633 0.0 0.0 0.0 0.001
H -2.9511 -0.7604 2.4074 0.0 0.0 0.0 0.000
H -2.3624 -2.3634 2.9041 0.0 0.0 0.0 0.009
```
Forces are in eV/Å.